Record 1
{
  "formula": "C26H48Cl3N4O4SiYb",
  "method": "wB97M-V/def2-TZVPD",
  "symbols": ["C", "O", "C", "C", "H", "H", "H", "H", "Cl", "C", "Cl", "H", "C", "H", "C", "H", "H", "H", "H", "H", "C", "H", "H", "Cl", "H", "H", "C", "H", "N", "C", "H", "H", "H", "H", "C", "C", "N", "H", "H", "H", "C", "N", "C", "H", "C", "H", "H", "H", "C", "H", "C", "C", "C", "H", "C", "H", "H", "H", "O", "O", "H", "Yb", "H", "H", "H", "C", "H", "H", "O", "H", "H", "C", "H", "H", "C", "C", "C", "N", "C", "H", "H", "H", "H", "H", "H", "Si", "C"],
  "xyz": [[3.3358, 0.6631, 4.1409], [3.2887, 0.4033, 1.0357], [2.9635, 4.8472, 4.0088], [-0.9409, -0.7819, -6.7691], [-0.0474, 1.0657, -4.9673], [4.9975, 2.9357, 4.4414], [0.3804, -3.5932, -2.9461], [3.1504, 0.2840, 3.1294], [-2.1849, 2.8183, 2.3604], [-1.0678, 1.1680, -4.5685], [1.0645, -0.8188, -2.9857], [-4.7607, -0.2001, 4.2060], [4.1175, -0.5069, -1.4751], [3.8024, 5.0376, 3.3147], [-2.6109, -3.0038, -3.5383], [-2.9419, 0.5570, 3.0930], [-2.3010, -1.5234, 0.0173], [-6.3463, -3.0297, -2.4521], [4.3125, 4.8502, 5.6661], [-5.0440, -0.8831, -2.4741], [-4.5686, -1.8283, -2.7553], [1.0921, 5.6463, 2.6067], [-5.1596, -1.5013, 3.0517], [0.7474, 2.6172, -0.6021], [2.7192, 0.1403, 4.8892], [-5.2018, -5.1769, -3.0480], [-5.2857, -3.0302, -2.7395], [1.1143, 4.2195, 1.4987], [3.0968, 2.0855, 4.1795], [3.6855, 1.2079, 0.1976], [0.0292, -1.0723, 0.9123], [0.7964, -3.6717, -1.2232], [-0.0253, 4.2661, 2.8630], [4.3853, 0.4946, 4.4095], [3.5013, 4.2350, 5.2731], [2.0606, 2.6038, 3.4489], [4.1429, 0.8749, -1.0292], [-1.5511, -2.6290, 4.3658], [2.7244, 4.1888, 6.0486], [3.2852, -0.6353, -2.1881], [-2.4574, -0.4751, -3.1570], [1.9825, 3.9677, 3.4098], [-4.6535, -4.2355, -3.0869], [-2.2677, -3.0317, -0.8890], [4.7280, 1.8830, -1.9002], [4.2242, 2.3120, 5.9081], [1.5789, -1.4048, 0.1385], [3.9714, -1.1872, -0.6225], [0.0115, -3.3818, -1.9322], [-4.8407, -1.9147, 4.7558], [-3.2142, -1.8108, -3.1325], [-1.6378, -2.2953, -0.3837], [-4.5608, -1.2479, 3.9405], [-1.5952, -2.9955, -3.9329], [-3.3116, -4.2282, -3.4909], [5.4572, 2.4682, -1.3213], [3.9606, 2.5825, -2.2654], [-1.0492, -1.6643, -7.4142], [1.2292, 1.8920, 2.8204], [-1.3226, -0.5749, 2.5595], [-0.9980, 1.6462, -3.5901], [-0.4576, 1.3220, 1.2692], [-2.3895, -1.8695, -5.5587], [-3.2336, 0.3081, -3.0895], [-2.8065, -5.1469, -3.7730], [0.9894, 4.5544, 2.5459], [5.2213, 1.3897, -2.7436], [-1.1674, -2.8034, 0.4652], [-1.5830, -0.2967, -2.0223], [-3.2183, -3.2387, 4.6089], [0.8132, 0.1664, -0.1887], [0.6135, -0.9178, -0.0116], [-0.8450, -4.0525, -1.7844], [2.4791, 5.8040, 4.2164], [-1.7302, -1.0007, -5.5227], [-2.4484, -0.4326, 3.0886], [-2.5465, -2.7227, 3.9185], [-3.1363, -1.4030, 3.6804], [-1.7298, -0.1698, -4.4688], [-1.6289, 1.8219, -5.2574], [3.6756, 2.3060, 0.3661], [5.0448, -0.7449, -2.0151], [-1.2981, 0.0964, -7.3281], [-2.4787, -3.3129, 2.9944], [0.1297, -0.6350, -6.5586], [-0.2912, -1.5056, -1.6148], [4.0319, 2.8553, 4.9735]],
  "forces_ev_per_angstrom": [[-0.044, -0.719, 0.075], [0.120, 0.417, -0.200], [0.340, 0.052, -0.130], [0.064, 0.056, -0.457], [-0.268, 0.113, 0.131], [-0.265, -0.102, 0.096], [0.307, -0.096, 0.174], [0.044, -0.003, 0.387], [0.266, -0.428, -0.443], [0.435, 0.194, 0.030], [1.278, 0.881, -1.540], [-0.067, -0.368, 0.004], [-0.273, -0.316, -0.496], [-0.256, -0.004, 0.071], [-0.430, -0.719, 0.049], [0.019, -0.432, -0.089], [-0.262, 0.154, 0.343], [0.520, -0.020, -0.123], [-0.041, 0.001, 0.018], [0.086, -0.366, -0.077], [0.367, -0.326, -0.041], [-0.120, -0.381, -0.134], [0.219, -0.004, 0.266], [-0.662, -0.247, 0.658], [0.094, 0.043, -0.248], [0.080, 0.253, -0.022], [0.099, -0.046, 0.024], [-0.003, 0.324, 0.430], [-1.067, -0.153, -0.736], [0.040, -0.278, -0.463], [0.076, -0.260, -0.375], [0.053, -0.025, -0.044], [0.357, 0.243, -0.088], [-0.194, -0.016, -0.193], [0.042, 0.099, 0.548], [0.951, 0.978, 0.385], [0.111, -0.043, 0.667], [-0.227, 0.055, -0.177], [0.059, -0.013, -0.246], [0.399, -0.108, 0.414], [-0.028, 0.285, 0.023], [-0.244, -0.849, -0.076], [0.258, 0.311, 0.007], [-0.223, 0.152, 0.140], [-0.280, 0.466, 0.318], [-0.071, 0.054, -0.204], [0.018, 0.304, 0.009], [0.132, 0.377, -0.334], [0.871, -0.283, -1.458], [-0.039, 0.244, -0.003], [-0.176, 0.171, -0.298], [-0.947, 0.221, 0.374], [-0.161, 0.480, -0.177], [-0.272, -0.019, 0.364], [-0.215, 1.024, 0.190], [-0.008, -0.135, -0.364], [0.200, -0.279, -0.110], [0.154, 0.320, 0.026], [-0.407, -0.234, -0.129], [-0.066, 0.949, 0.162], [0.035, -0.002, -0.085], [1.517, 0.132, 0.577], [0.375, 0.214, 0.285], [0.203, -0.098, 0.339], [-0.100, 0.090, 0.007], [-0.717, 0.196, -0.585], [-0.124, 0.199, 0.237], [0.115, -0.137, 0.027], [0.726, -0.654, -0.893], [0.283, -0.002, -0.057], [0.641, -0.521, -0.079], [0.059, 1.332, -0.197], [0.280, 0.434, 0.120], [0.048, -0.110, -0.042], [-0.477, 0.237, 0.359], [-0.479, -0.043, 0.044], [-0.085, -0.192, -0.283], [0.604, -0.118, -0.137], [-0.320, -0.915, -0.425], [0.124, -0.165, 0.200], [0.111, -0.291, 0.045], [-0.095, 0.028, 0.355], [0.153, -0.153, 0.033], [0.048, 0.231, 0.159], [-0.271, -0.002, -0.044], [-3.714, -1.855, 3.076], [0.321, 0.212, 0.051]],
  "e_above_lowest_kcal_mol": 23.39,
  "homo_energy_ev": [-6.49, -6.49],
  "total_energy_ha": -4368.415002,
  "multiplicity": 2,
  "homo_lumo_gap_ev": [6.7, 4.4]
}

---

Record 2
{
  "formula": "C26H48Cl3N5NiO3PSi",
  "method": "wB97M-V/def2-TZVPD",
  "symbols": ["H", "H", "C", "H", "C", "O", "H", "O", "H", "H", "H", "C", "C", "C", "H", "H", "Cl", "C", "C", "C", "H", "C", "C", "Cl", "H", "C", "H", "H", "C", "H", "Si", "H", "Ni", "H", "H", "H", "H", "C", "N", "H", "H", "C", "H", "H", "N", "O", "C", "H", "C", "H", "C", "H", "H", "Cl", "C", "C", "H", "H", "H", "H", "H", "H", "C", "C", "C", "P", "H", "N", "H", "H", "H", "H", "N", "C", "H", "H", "C", "N", "H", "H", "H", "H", "H", "H", "C", "H", "H", "C"],
  "xyz": [[3.0965, 1.7557, -3.5087], [-3.6472, -2.7063, 5.2495], [-4.1753, -3.4941, 2.6960], [-1.1517, 4.4141, -1.9608], [4.9317, -0.9021, -1.2795], [-1.8141, -0.8031, 3.1137], [-0.6637, 0.7020, -4.3040], [0.3824, 0.5597, -1.6568], [1.0593, 1.4635, 2.7180], [-4.8779, -1.5613, 4.6294], [-1.5771, 3.1467, -0.7469], [0.2180, 0.1163, -4.5856], [-0.8679, 3.4486, -1.5200], [5.4091, 0.3512, -0.8886], [-2.3330, -2.0048, 1.5217], [0.4333, 0.2977, -5.6398], [-0.6622, -2.4701, -0.3476], [4.5304, 1.4349, -0.8082], [1.2993, -2.3161, 2.4481], [2.2204, 1.5107, -4.1184], [3.8466, -2.6620, 2.9142], [1.3733, 0.5421, -3.7489], [3.5983, -1.0696, -1.6647], [-2.3245, 0.9746, 0.5333], [1.1070, -1.1376, -2.4276], [1.2980, -1.3055, 4.6727], [3.7312, -0.9955, 1.1065], [1.7348, -1.4360, 5.6748], [1.4438, 4.1984, -1.8352], [-5.2059, -1.4745, -4.2394], [-4.6229, -0.6276, -1.9263], [-5.8733, 1.4989, -1.5630], [-1.6433, -0.5832, -0.7751], [1.8321, -3.0351, 1.8097], [-3.6793, -2.3531, -0.2139], [-3.1700, -1.0388, 4.7871], [3.8546, -2.0944, 4.6124], [0.8431, 0.4191, 2.9866], [1.9423, -2.2701, 3.7562], [-0.2469, 0.2849, 3.0791], [4.8745, 2.4149, -0.4646], [2.1066, 2.3281, -5.3656], [-6.6452, -1.2682, -3.2497], [2.4387, 3.3550, -5.1607], [1.5125, 0.0936, 4.2470], [0.0374, 2.9454, 1.2231], [-2.5107, -1.6753, 2.5610], [-5.4387, -2.2544, -0.2806], [2.7406, 0.0348, -1.6591], [0.2188, -1.4960, 4.7134], [-3.8313, -1.8762, 4.5546], [-5.8992, 0.1254, -4.0183], [-4.5525, -3.0882, -1.5474], [-2.6078, -0.2997, -2.7610], [-5.6740, -0.8160, -3.4900], [3.1894, -0.3390, 1.7992], [3.2183, -2.0430, -1.9832], [3.4238, 0.2388, 5.1285], [3.1160, 1.4048, 3.8151], [-0.0282, -0.9420, -4.4460], [-5.8425, 0.4506, -0.1474], [1.8427, 3.4932, -2.5768], [0.7996, 3.2600, 0.3133], [-4.5322, -2.2026, -0.8984], [-5.2232, 0.8505, -0.9602], [1.3540, -0.6567, 1.5433], [-3.9580, -4.3433, 3.3661], [-3.5349, -2.2798, 3.1870], [0.2523, -2.6334, 2.5399], [0.9869, 5.0367, -2.3740], [3.4120, 0.6914, 1.4879], [-3.8043, -3.7256, 1.6900], [3.6326, -0.5623, 3.1750], [3.1879, 1.2551, -1.1519], [-5.2656, -3.3506, 2.6574], [2.2659, 4.5584, -1.2101], [1.3498, -0.0607, -2.3359], [0.4637, 3.5625, -0.9757], [-4.4648, 1.4923, -0.4885], [6.4659, 0.4689, -0.6343], [-0.8685, 2.7025, -2.3256], [1.0802, 2.3751, -5.7575], [1.9036, 3.3502, 0.4657], [2.4499, 2.0631, -1.0584], [2.9657, 0.3650, 4.1362], [5.5969, -1.7673, -1.2924], [2.7585, 1.9470, -6.1646], [3.3871, -1.9612, 3.6242]],
  "forces_ev_per_angstrom": [[-0.424, -0.206, -0.048], [-0.041, 0.136, -0.071], [0.110, 0.386, -0.007], [-0.105, -0.022, 0.177], [-0.111, -0.095, -0.049], [-1.499, -1.849, -1.011], [0.018, -0.099, -0.123], [-2.493, 0.454, 1.053], [-0.180, -0.293, 0.088], [0.084, -0.072, 0.067], [0.224, 0.030, -0.096], [-0.281, 0.267, -0.338], [-0.126, -0.137, -0.167], [0.100, -0.049, -0.050], [0.037, -0.021, 0.353], [-0.188, -0.121, -0.052], [-0.226, -1.073, -0.305], [-0.283, -0.195, 0.024], [0.152, 0.739, -0.326], [0.110, -0.430, 0.033], [-0.145, 0.192, 0.087], [0.770, 0.222, 0.501], [0.249, 0.575, 0.024], [-0.547, 0.315, 0.354], [0.406, -0.196, -0.189], [0.611, 0.507, -0.896], [0.117, 0.101, 0.265], [-0.063, 0.032, -0.223], [0.107, -0.438, 0.054], [-0.021, 0.110, 0.347], [0.413, 0.418, -0.463], [0.095, -0.250, -0.082], [2.979, 1.004, 0.121], [-0.203, -0.024, 0.141], [-0.204, 0.415, -0.432], [-0.182, -0.166, 0.066], [-0.097, 0.094, -0.226], [-0.396, -0.293, -0.275], [0.520, -0.540, 0.690], [0.763, 0.421, 0.077], [-0.029, -0.326, -0.071], [-0.049, 0.236, -0.376], [0.108, 0.046, 0.094], [-0.117, -0.105, -0.105], [0.663, 0.195, 0.812], [0.882, 0.458, -1.150], [1.495, 1.589, 0.733], [0.049, 0.109, -0.070], [-0.379, -0.373, -0.504], [0.218, -0.010, -0.079], [0.006, -0.067, -0.214], [0.268, -0.147, 0.443], [0.068, 0.192, -0.004], [-1.536, -0.040, -0.424], [-0.028, -0.303, -0.286], [-0.574, -0.384, -0.075], [0.135, 0.270, 0.023], [-0.044, -0.101, -0.216], [-0.067, -0.278, -0.055], [0.105, 0.133, 0.054], [0.051, 0.049, -0.002], [-0.108, 0.137, 0.048], [-0.863, -0.016, 0.416], [-0.090, -0.312, -0.054], [-0.239, 0.375, 0.062], [0.067, 0.447, 0.037], [-0.036, 0.230, -0.225], [-0.587, -0.586, 0.516], [0.258, 0.038, -0.005], [0.071, -0.006, 0.198], [-0.079, -0.250, 0.219], [-0.079, 0.043, 0.263], [0.552, -0.121, 1.022], [0.077, 0.151, -0.029], [0.220, -0.107, -0.033], [0.000, 0.071, -0.233], [0.896, -0.750, 0.134], [0.307, 0.476, 0.517], [-0.088, -0.524, -0.260], [-0.345, -0.004, -0.018], [0.004, -0.050, 0.248], [0.304, 0.013, 0.102], [-0.422, 0.042, 0.087], [0.532, -0.558, -0.189], [-0.614, -1.033, -0.504], [-0.057, 0.256, 0.028], [-0.094, 0.060, 0.035], [-0.862, 0.987, -0.002]],
  "total_charge": -1,
  "e_above_lowest_kcal_mol": 0.00,
  "homo_energy_ev": [-4.12, -4.07],
  "total_energy_ha": -5038.856204,
  "multiplicity": 3,
  "homo_lumo_gap_ev": [6.4, 6.3]
}